# 1
Density functional theory data (ωB97M-V with the def2-TZVPD basis set) for C5H12Si in the gas phase at a distorted geometry.

The geometry in ORCA input format:
```
! wB97M-V def2-TZVPD RIJCOSX def2/J DEFGRID3
* xyz 0 1
C -0.2415 0.7201 1.5903
C -0.0584 -0.0838 0.3700
C 0.4326 -1.4758 0.3721
C -1.4419 -0.3779 -1.6571
C -0.2819 0.4918 -0.9970
Si 1.5381 1.4543 1.6590
H -0.9625 1.5168 1.4323
H -0.2409 0.0031 2.3295
H 1.1691 -1.5412 -0.4516
H -0.3229 -2.2096 0.3432
H 1.1010 -1.7380 1.1773
H -2.2700 -0.4106 -1.0267
H -1.1102 -1.3988 -2.1340
H -1.4830 0.2164 -2.5145
H -0.6366 1.5175 -1.0202
H 0.6012 0.3867 -1.6486
H 1.8303 2.6278 0.8590
H 2.3775 0.3010 1.3171
*
```

As for the relative energy (zero: lowest compared OMol25 entry of this formula, charge and spin): 326.4 kJ/mol. The HOMO energy (spin up / spin down) comes out at -6.8 / -6.6 eV. The value obtained for the LUMO energy (spin up / spin down) is 0.522 / 0.011 eV. Its HOMO-LUMO gap (spin up / spin down) is 7.31 / 6.63 eV.

***

# 2
Density functional theory data (ωB97M-V with the def2-TZVPD basis set) for 2 unconnected molecules or ions with the total composition C5H14 at a distorted geometry.

The geometry in ORCA input format:
```
! wB97M-V def2-TZVPD RIJCOSX def2/J DEFGRID3
* xyz 0 1
C 1.0158 -2.4494 1.6054
C 0.6348 -1.9480 0.2531
C 1.1391 -0.4981 0.4979
H 2.1539 -2.5518 1.6986
H 0.4323 -2.0285 2.3656
H 1.0908 -3.5732 1.5646
H -0.4610 -1.9662 0.0872
H 1.2630 -2.4116 -0.7302
H 0.9196 0.2801 -0.2683
H 2.1495 -0.4992 0.7881
H 0.4738 -0.1422 1.3693
C -0.8004 2.5194 -1.6036
C -1.9726 1.9620 -0.7072
H -0.0784 1.6925 -1.7544
H -1.2024 2.8697 -2.5184
H -0.1494 3.2050 -1.0071
H -2.4981 1.2958 -1.3321
H -1.4677 1.5187 0.0731
H -2.6429 2.7248 -0.3816
*
```

As for the relative energy (zero: lowest compared OMol25 entry of this formula, charge and spin): 189.0 kJ/mol. The HOMO energy comes out at -10.5 eV. The value obtained for the LUMO energy is 1.127 eV. Its HOMO-LUMO gap is 11.63 eV.

***

# 3
Density functional theory data (ωB97M-V with the def2-TZVPD basis set) for C5H8N2 in the gas phase at a distorted geometry.

The geometry in ORCA input format:
```
! wB97M-V def2-TZVPD RIJCOSX def2/J DEFGRID3
* xyz 0 1
C 1.6306 -1.6841 0.3809
C 0.6610 -0.6269 -0.0212
C 0.5106 -0.0982 -1.2447
N -0.5077 0.8687 -1.2592
C -0.9787 0.9430 0.0766
N -2.0661 1.7730 0.4162
C -0.2556 0.0854 0.8475
H 2.2979 -1.3207 1.1668
H 1.1159 -2.5701 0.7659
H 2.2467 -1.9915 -0.4691
H 1.0065 -0.2666 -2.1894
H -1.0869 0.3953 -1.9345
H -2.2240 1.7802 1.4137
H -1.9691 2.7297 0.1045
H -0.3288 -0.0544 1.9190
*
```

As for the relative energy (zero: lowest compared OMol25 entry of this formula, charge and spin): 67.6 kJ/mol. The HOMO energy comes out at -7.6 eV. The value obtained for the LUMO energy is 1.064 eV. Its HOMO-LUMO gap is 8.67 eV.